# 1
84
Properties=species:S:1:pos:R:3:forces:R:3 method="wB97M-V/def2-TZVPD" total_charge=-1 multiplicity=1 largest_force_ha_per_bohr=0.0725 homo_ev=-4.477
C 4.3353 -0.6643 1.4722 -0.08 -0.44 -0.13
C 4.8384 -1.1878 -0.0319 -0.07 0.16 0.58
C 3.7138 -2.1321 -0.7795 0.49 -0.44 0.16
C 3.7148 -2.0200 -2.4206 -0.49 0.39 0.04
C 3.1907 -0.5082 -2.8656 -0.54 -0.51 0.09
C 1.6106 -0.5275 -3.4029 0.82 -0.21 -0.06
Al 0.4789 0.4033 -1.9088 0.45 -0.39 -1.61
C -1.3468 -0.5307 -1.9230 -1.52 -0.51 0.57
C -2.6391 0.4569 -1.7183 -1.11 -1.08 0.01
C -3.3643 0.2053 -0.2322 0.72 0.41 -1.21
O -4.0373 -1.1314 -0.3330 2.18 0.15 1.78
N 0.4461 2.2742 -2.3581 -0.15 0.15 1.53
C 0.8637 3.1601 -1.1957 -1.17 1.19 -0.12
C 2.3248 3.8821 -1.3731 0.61 0.19 0.54
C 3.6064 2.8562 -1.4047 -0.12 -0.07 -0.77
H 3.2477 -1.0698 1.7088 2.28 0.82 -0.48
H 4.3054 0.5038 1.5545 0.09 -2.25 -0.21
H 5.0863 -1.0933 2.2715 -1.56 0.95 -1.42
H 5.7843 -1.8565 0.1726 -1.65 1.49 -0.68
H 5.1253 -0.2201 -0.6556 -0.57 -2.24 1.12
H 2.6657 -1.8483 -0.2912 2.13 -0.73 -1.43
H 4.0005 -3.2577 -0.5207 -0.86 2.32 -0.30
H 2.9583 -2.8102 -2.8842 1.61 1.56 1.10
H 4.7868 -2.2826 -2.8608 -2.11 0.64 1.06
H 3.1930 0.1275 -1.8609 0.38 -1.15 -2.35
H 3.8790 -0.0450 -3.6960 -1.10 -0.78 1.78
H 1.2694 -1.6308 -3.5975 0.71 1.89 0.08
H 1.4968 0.1097 -4.3802 0.32 -1.32 1.58
H 1.2889 0.1454 -0.5386 -0.11 0.19 0.32
H -1.3464 -1.3285 -1.0366 -0.09 1.43 -1.75
H -1.4984 -1.1464 -2.9077 0.32 1.06 1.73
H -3.4583 0.0993 -2.5076 1.37 1.00 1.73
H -2.4417 1.5878 -1.9453 -0.19 -2.03 0.70
H -2.5788 0.1392 0.6417 -1.45 0.42 -1.76
H -4.1627 1.0478 0.0000 1.57 -1.85 -0.47
H -3.3614 -1.7469 0.1213 -1.70 1.34 -1.32
H -0.4572 2.5834 -2.7801 1.20 -0.05 0.67
H 0.0610 4.0417 -1.1555 1.68 -1.43 0.15
H 0.7512 2.6084 -0.1445 0.70 1.09 -2.05
H 2.3416 4.5310 -2.3467 -0.21 -1.27 1.71
H 2.5090 4.6293 -0.4679 -0.55 -1.51 -1.72
H 3.4393 2.0082 -0.6127 0.50 1.64 -1.46
H 4.6485 3.4118 -1.2428 -2.36 -1.09 -0.09
H 3.6882 2.3582 -2.4760 -0.32 0.88 2.30
C -6.1078 -0.1563 1.8636 0.56 -0.94 -0.76
C -5.6984 0.6905 3.0199 0.64 0.39 0.03
O -6.7645 1.6028 3.1540 -0.54 -0.66 -0.02
C -7.8612 0.9362 2.6965 -3.09 0.60 0.12
O -9.0110 1.2872 2.9030 2.68 -0.78 -0.51
O -7.5159 -0.1793 1.9838 -0.62 0.91 0.81
F -4.5754 1.3868 2.7340 0.26 0.13 0.22
H -5.8330 0.2828 0.8986 0.08 -0.02 0.31
H -5.6929 -1.1663 1.9202 -0.23 0.17 -0.10
H -5.5665 0.1380 3.9563 0.14 0.17 -0.03
C -1.2155 5.0897 3.0431 -0.88 -0.75 0.50
C -1.0060 6.1108 1.9776 -0.22 0.61 -0.26
O 0.3631 6.4271 2.0889 0.00 -0.83 0.04
C 0.9509 5.2945 2.5668 3.42 -0.91 0.10
O 2.1517 5.0823 2.5381 -3.01 0.59 0.21
O 0.0294 4.4209 3.0757 0.74 0.55 -0.40
F -1.7233 7.2280 2.2326 -0.23 0.33 -0.12
H -1.4139 5.5352 4.0236 0.00 0.20 -0.21
H -2.0264 4.3971 2.8018 0.27 -0.04 0.02
H -1.2202 5.7531 0.9648 -0.03 0.17 0.06
C 4.9026 -4.5298 5.4592 -0.16 -0.50 1.12
C 5.4951 -3.3702 4.7339 0.67 0.34 -0.21
O 5.2130 -3.6485 3.3812 -0.73 -0.21 0.48
C 4.0622 -4.3778 3.4019 -2.15 -0.73 -2.95
O 3.3574 -4.5721 2.4254 1.83 0.38 2.58
O 3.7893 -4.8593 4.6529 0.04 0.35 -0.76
F 6.8374 -3.3379 4.8911 0.29 0.21 0.08
H 5.5803 -5.3885 5.5106 0.13 0.24 -0.10
H 4.5886 -4.2695 6.4736 -0.13 -0.08 -0.22
H 5.0640 -2.4014 5.0082 0.20 -0.01 -0.05
C -4.0326 -3.0138 -3.3121 0.35 0.46 1.23
C -5.2619 -2.9534 -4.1529 -0.34 0.64 -0.11
O -4.8333 -3.4523 -5.3996 0.31 -0.67 0.41
C -3.8213 -4.3164 -5.1067 1.63 -2.11 -1.64
O -3.3820 -5.1454 -5.8862 -1.04 1.94 1.77
O -3.3630 -4.1462 -3.8290 -0.40 -0.49 -1.23
F -5.6678 -1.6750 -4.3225 -0.34 0.15 -0.05
H -3.3955 -2.1307 -3.4291 -0.25 0.01 -0.02
H -4.2606 -3.1437 -2.2507 0.17 -0.04 -0.20
H -6.0921 -3.5618 -3.7785 -0.07 0.19 -0.10


# 2
60
Properties=species:S:1:pos:R:3:forces:R:3 method="wB97M-V/def2-TZVPD" relative_energy_kj_mol=0.00 multiplicity=1 largest_force_ha_per_bohr=0.0066 homo_ev=-8.341
Pt 0.3981 0.0900 -0.0861 0.04 -0.02 0.14
O 1.7994 1.1420 3.6202 -0.02 -0.02 0.03
C 0.9174 0.5495 4.4496 0.02 0.03 -0.04
C 1.1134 0.6882 5.8214 -0.01 0.00 0.00
C 0.2309 0.1084 6.7156 0.01 0.01 0.00
C -0.8683 -0.6116 6.2645 -0.01 0.00 0.00
C -1.0588 -0.7532 4.8998 0.00 -0.02 -0.02
C -0.1738 -0.1971 3.9843 -0.02 -0.03 0.04
C -0.3559 -0.4496 2.5133 -0.09 -0.04 0.06
O -0.0485 0.6652 1.7513 0.03 0.11 0.04
N 0.5734 -1.5561 2.1320 0.05 -0.03 -0.03
N 0.6924 -1.6845 0.7895 0.26 0.19 0.00
C 1.2289 -2.6977 0.2119 -0.22 0.13 -0.22
C 1.4174 -2.7141 -1.2340 0.08 0.02 0.24
Br 1.1551 -1.0056 -2.1198 0.01 -0.34 -0.02
C 1.8054 -3.7496 -1.9779 -0.04 0.19 -0.27
C 2.0258 -5.1317 -1.5381 0.03 -0.07 0.11
C 3.0478 -5.8606 -2.1487 0.01 0.01 0.00
C 3.3243 -7.1577 -1.7522 -0.01 -0.01 0.01
C 2.5684 -7.7546 -0.7530 0.00 0.01 0.01
C 1.5217 -7.0550 -0.1693 0.01 -0.04 0.00
C 1.2489 -5.7541 -0.5591 -0.04 0.01 -0.06
H 1.4128 1.1497 2.7201 0.02 0.01 -0.02
H 1.9627 1.2658 6.1611 0.00 0.00 0.00
H 0.3962 0.2318 7.7784 0.00 0.00 0.00
H -1.5674 -1.0482 6.9644 0.00 0.00 0.00
H -1.9151 -1.3050 4.5261 0.00 0.00 0.00
H -1.3851 -0.7877 2.3156 0.01 0.00 0.01
H 0.4727 -2.4242 2.6448 0.00 -0.01 0.00
H 1.5874 -3.5412 0.7901 -0.06 -0.04 0.01
H 2.0081 -3.5562 -3.0268 -0.01 -0.02 0.01
H 3.6338 -5.3994 -2.9343 0.01 0.01 0.01
H 4.1272 -7.7058 -2.2268 0.01 0.00 0.00
H 2.7843 -8.7676 -0.4410 -0.01 -0.01 -0.01
H 0.9047 -7.5302 0.5817 0.00 0.00 0.01
H 0.3956 -5.2388 -0.1370 0.02 0.01 0.00
C -0.2405 4.7815 1.3474 -0.03 -0.01 0.03
C 0.9367 5.1715 0.4631 0.01 0.01 -0.02
C 1.0256 4.3504 -0.8397 0.01 -0.03 0.00
C 2.2717 4.7691 -1.6402 -0.02 0.03 0.02
C 2.4616 3.9714 -2.9235 0.01 -0.01 -0.02
C -0.2004 4.6619 -1.6758 0.02 -0.01 0.02
O -0.4451 5.7753 -2.0848 0.01 -0.01 0.00
N -1.0329 3.6093 -1.9566 -0.04 -0.03 0.00
C -0.8930 2.2864 -1.5419 -0.05 0.04 -0.06
O -1.7223 1.4632 -1.8741 0.03 0.01 -0.02
N 0.2016 1.9804 -0.7820 -0.08 -0.14 -0.12
C 1.1726 2.8829 -0.4481 0.10 0.05 0.17
O 2.1525 2.5313 0.1853 -0.04 0.04 -0.05
H -0.2553 5.3876 2.2532 0.00 0.00 0.00
H -0.1850 3.7343 1.6535 0.00 0.00 0.00
H -1.1939 4.9355 0.8363 0.00 0.00 -0.01
H 1.8764 5.0232 0.9967 -0.01 -0.01 0.00
H 0.8683 6.2223 0.1763 0.01 0.00 0.00
H 3.1327 4.6401 -0.9839 0.00 -0.01 -0.01
H 2.1688 5.8314 -1.8663 0.01 0.00 0.01
H 2.5911 2.9076 -2.7102 0.00 0.00 0.00
H 3.3486 4.3075 -3.4605 0.00 0.00 0.00
H 1.6090 4.0862 -3.5968 0.00 0.00 0.00
H -1.8544 3.7999 -2.5122 0.00 0.01 0.00


Question: Which value of multiplicity does entry 1 give?
Answer: 1